127
Properties=species:S:1:pos:R:3:forces:R:3:lowdin_charge:R:1 method="wB97M-V/def2-TZVPD" molar_mass_da=1216.50 e_tot_ha=-3979.98226 homo_energy_ev=-3.6 lumo_energy_ev=1.0 charge=-1
Cd -0.26046 0.02378 0.00425 0.44 -0.47 -0.54 1.396
C 3.35807 8.89713 2.87990 0.02 0.02 0.01 -0.100
O 2.81696 7.92705 3.74900 0.00 -0.01 0.01 -0.092
C 2.38359 6.75950 3.18526 -0.02 -0.08 -0.01 -0.287
C 2.46293 6.46564 1.83086 0.04 0.13 -0.07 -0.018
C 1.96474 5.25672 1.35852 -0.03 -0.05 0.09 -0.016
C 1.40510 4.32010 2.21590 -0.02 0.03 -0.05 -0.221
C 1.34997 4.62420 3.57684 0.03 0.05 -0.03 -0.020
C 1.82648 5.82840 4.05803 0.00 0.04 0.07 -0.002
C 0.84405 3.04261 1.69841 -0.05 -0.27 -0.03 -0.085
C -0.33661 3.13006 0.94147 0.02 0.15 0.05 -0.261
C -1.13484 4.32277 0.82552 -0.03 -0.02 -0.12 -0.010
C -2.14010 4.03540 -0.04377 0.09 0.05 -0.06 -0.023
C -1.95703 2.66609 -0.46125 0.00 -0.05 -0.22 -0.231
N -0.88917 2.14287 0.18416 -0.25 0.61 0.00 0.040
C -2.78596 1.91891 -1.36215 0.22 -0.17 0.46 -0.040
C -3.12358 0.58285 -1.04916 -0.06 0.22 0.03 -0.273
C -4.37920 -0.04883 -1.40112 -0.11 -0.09 0.01 -0.016
C -4.47240 -1.17854 -0.65465 0.03 0.02 -0.08 -0.002
C -3.25824 -1.25798 0.12310 0.00 -0.01 0.07 -0.259
C -2.98654 -2.21248 1.11685 0.21 0.09 0.09 -0.099
C -4.00253 -3.27874 1.34742 -0.07 0.05 0.03 -0.214
C -4.12702 -4.33986 0.44821 -0.05 -0.02 0.11 -0.021
C -5.03411 -5.35835 0.66669 -0.04 -0.05 -0.06 -0.001
C -5.85309 -5.33798 1.79233 0.10 0.07 -0.07 -0.289
O -6.70854 -6.39363 1.92891 0.00 -0.04 -0.02 -0.091
C -7.47272 -6.45573 3.11094 -0.06 -0.05 0.04 -0.101
C -5.76223 -4.27859 2.68328 -0.11 -0.04 0.09 -0.019
C -4.84051 -3.26271 2.45288 0.03 0.02 -0.06 -0.027
C -1.82185 -2.25733 1.90283 0.04 0.00 -0.24 -0.259
N -0.64856 -1.61959 1.60158 -0.10 -0.17 0.45 0.037
C 0.28870 -2.06746 2.46532 0.30 0.01 -0.12 -0.256
C 1.66501 -1.64702 2.48731 -0.59 0.33 -0.09 -0.053
C 2.74191 -2.61865 2.72415 0.13 -0.29 0.14 -0.151
C 4.09378 -2.28662 2.50643 -0.08 -0.05 -0.05 -0.036
C 5.11251 -3.19557 2.69232 0.12 -0.01 -0.01 -0.006
C 4.83567 -4.50427 3.07075 -0.02 0.01 -0.09 -0.294
O 5.90967 -5.34195 3.20647 -0.01 0.04 0.01 -0.092
C 5.63153 -6.69649 3.47740 0.03 -0.07 0.01 -0.103
C 3.51179 -4.88777 3.21922 0.05 -0.17 0.03 -0.025
C 2.49514 -3.96446 3.03230 -0.01 0.22 -0.02 -0.021
C 1.94310 -0.26677 2.32117 -0.21 -0.12 0.04 -0.260
C 3.04550 0.47066 2.91360 0.09 0.16 0.09 -0.024
C 2.76505 1.78711 2.75206 0.04 -0.02 -0.02 -0.003
C 1.51060 1.85838 2.04000 -0.11 0.03 -0.04 -0.263
N 1.05038 0.60404 1.80211 0.31 0.21 0.39 0.036
C -0.32124 -2.97022 3.41243 -0.16 -0.15 0.01 -0.041
C -1.62909 -3.08994 3.06083 0.11 -0.11 0.09 -0.010
N -2.47440 -0.18573 -0.15087 -0.38 -0.19 -0.06 0.036
C -3.26761 2.47640 -2.63640 -0.17 0.08 -0.19 -0.160
C -3.45706 1.58532 -3.70821 0.14 0.08 0.06 -0.027
C -3.75405 2.02431 -4.98055 -0.14 -0.04 -0.14 0.009
C -3.85868 3.38255 -5.25087 0.07 -0.01 0.11 -0.287
O -4.09748 3.74418 -6.54735 0.01 -0.05 0.02 -0.089
C -3.73439 5.05923 -6.91331 -0.02 0.04 -0.03 -0.097
C -3.68458 4.28608 -4.21151 -0.01 0.12 -0.06 -0.020
C -3.39077 3.83524 -2.93523 -0.04 -0.16 0.07 -0.015
H 3.60658 9.75535 3.49971 0.01 -0.01 -0.01 0.088
H 4.26558 8.53212 2.38927 -0.02 0.01 -0.01 0.093
H 2.63393 9.20087 2.11811 0.02 0.00 0.00 0.093
H 2.89666 7.16283 1.12741 0.00 0.01 0.03 0.099
H 2.01468 5.04152 0.29812 -0.02 -0.02 0.00 0.120
H 0.90740 3.90649 4.25638 0.01 -0.01 0.01 0.126
H 1.76576 6.07692 5.10996 0.01 -0.01 0.00 0.115
H -0.96656 5.24277 1.36217 -0.05 0.00 0.03 0.106
H -2.98786 4.66092 -0.26383 0.04 0.06 -0.09 0.092
H -5.12676 0.36553 -2.05819 0.00 -0.01 0.01 0.107
H -5.29091 -1.87955 -0.60969 -0.04 0.04 0.01 0.104
H -3.49913 -4.36444 -0.43435 0.01 0.01 -0.01 0.114
H -5.12700 -6.18597 -0.02500 0.01 0.00 0.00 0.117
H -8.00755 -7.40214 3.07572 -0.01 0.02 0.00 0.088
H -6.83631 -6.43796 4.00086 -0.01 0.02 -0.01 0.093
H -8.19846 -5.63859 3.16819 0.04 0.01 0.01 0.092
H -6.40471 -4.22409 3.55189 0.04 0.00 -0.01 0.099
H -4.77547 -2.43864 3.15273 0.02 0.01 -0.01 0.125
H 4.34828 -1.30734 2.13197 0.03 -0.10 -0.05 0.095
H 6.14290 -2.91393 2.51191 -0.02 0.00 -0.01 0.117
H 6.59297 -7.20187 3.53423 0.00 0.02 0.01 0.088
H 5.10632 -6.81867 4.42933 -0.01 0.00 -0.01 0.092
H 5.03701 -7.15236 2.67880 -0.01 0.02 0.03 0.092
H 3.24570 -5.91091 3.44918 0.01 0.03 0.01 0.100
H 1.48141 -4.32050 3.10845 0.03 -0.04 -0.07 0.089
H 3.86658 0.05548 3.47509 -0.05 0.07 -0.01 0.096
H 3.33994 2.63472 3.09097 0.01 -0.04 0.06 0.106
H 0.15264 -3.36971 4.29544 -0.02 -0.03 -0.04 0.103
H -2.39547 -3.65536 3.56630 0.02 -0.01 0.00 0.099
H -3.28052 0.53157 -3.54874 0.04 0.02 -0.05 0.116
H -3.87339 1.31990 -5.79402 0.06 0.00 -0.01 0.119
H -3.74742 5.08650 -8.00084 -0.02 0.02 0.01 0.087
H -4.44180 5.80111 -6.52909 0.00 -0.02 0.01 0.086
H -2.73027 5.30293 -6.55609 -0.01 -0.01 -0.01 0.098
H -3.74927 5.35263 -4.37919 -0.01 -0.01 -0.04 0.102
H -3.23721 4.58163 -2.17728 0.06 0.03 0.06 0.083
N -0.53079 -3.59119 -0.80299 0.00 0.21 -0.01 0.201
C 0.77140 -3.27597 -0.78034 0.13 0.01 -0.05 -0.438
N 1.65607 -4.27559 -0.77540 0.00 -0.20 -0.06 0.183
C 2.92319 -3.89283 -0.87581 -0.25 0.21 0.01 -0.457
N 3.86849 -4.86164 -0.95075 0.16 -0.11 0.10 0.155
N 3.34875 -2.62821 -0.96698 0.23 0.06 -0.01 0.183
C 2.38568 -1.71826 -0.93842 -0.22 -0.38 -0.03 -0.296
N 1.09158 -1.97152 -0.81708 0.17 0.14 0.11 0.135
C 2.78732 -0.30769 -1.18105 0.22 0.26 -0.10 -0.211
C 4.04166 -0.03081 -1.71617 -0.09 -0.05 0.04 -0.002
C 4.33314 1.27318 -2.07598 -0.02 0.01 0.04 -0.054
C 3.36518 2.24856 -1.89850 0.04 -0.05 -0.05 -0.040
C 2.15044 1.88175 -1.34030 -0.06 0.11 0.06 -0.122
N 1.87502 0.63704 -0.97592 0.27 -0.10 -0.07 0.067
H -0.80415 -4.54276 -0.64562 0.03 -0.02 0.07 0.102
H -1.18651 -2.84128 -0.65381 -0.12 -0.07 0.02 0.073
H 3.58705 -5.79019 -0.69297 -0.03 0.00 0.04 0.091
H 4.81348 -4.58021 -0.75596 -0.01 0.01 -0.01 0.094
H 4.73548 -0.84506 -1.86107 0.03 0.03 -0.01 0.105
H 5.29591 1.52046 -2.50453 -0.01 0.00 -0.02 0.104
H 3.53830 3.27202 -2.20233 -0.02 0.01 0.02 0.105
H 1.35278 2.60220 -1.19079 0.01 -0.01 0.00 0.108
F 2.75766 1.45776 -6.94381 0.00 0.02 -0.06 0.070
C 1.99356 1.16265 -5.86965 -0.03 -0.04 0.12 -0.173
C 2.03611 -0.09291 -5.28827 0.00 0.13 -0.10 -0.168
F 2.84588 -1.02775 -5.81816 0.04 -0.07 0.01 0.089
C 1.25837 -0.39595 -4.19238 -0.20 0.06 0.19 -0.145
F 1.34973 -1.64973 -3.69490 -0.01 -0.06 -0.02 0.076
C 0.36205 0.52438 -3.56374 0.31 0.10 -0.51 -0.363
O -0.35620 0.25302 -2.56192 -0.40 -0.07 0.17 -0.110
C 0.38915 1.80462 -4.20150 -0.05 -0.15 0.26 -0.151
F -0.35578 2.79496 -3.66926 -0.12 0.07 0.03 0.084
C 1.15037 2.10596 -5.30812 0.11 -0.08 -0.07 -0.167
F 1.09383 3.33692 -5.85201 0.01 0.08 0.03 0.085